(1)
H16O8 | the ωB97M-V functional and the def2-TZVPD basis

```
24
Properties=species:S:1:pos:R:3:forces:R:3
H -1.3886 -0.0287 -0.1975 -0.07 -0.72 0.15
H -1.1575 1.4231 -0.3581 1.99 -2.01 0.24
H 3.8859 -2.6349 0.4358 0.51 0.90 0.19
H 2.5301 -2.5706 0.1681 -2.62 -1.10 -0.54
H -3.5876 -0.6687 -2.3332 2.23 0.22 1.31
H -3.2149 -0.1809 -0.9730 -0.52 0.70 0.72
H 2.6583 -0.2750 -0.9285 -1.23 -1.70 0.46
H 2.7244 1.1387 -0.2526 -0.32 -0.48 -0.05
H -0.1609 -1.0832 -1.1947 -0.63 -0.06 0.35
H -0.7417 -2.1000 -2.0609 -0.53 -0.74 -0.48
H -3.7511 -2.0167 -0.9106 0.04 -0.58 0.58
H -2.4748 -1.6379 -0.3261 1.67 -0.35 -0.08
H 0.2264 0.9588 4.0243 -0.02 -0.02 -0.04
H 1.7456 0.6277 4.1871 -2.10 0.58 -2.11
H 0.3893 4.3087 -0.1860 1.89 0.37 1.01
H 1.2938 4.7905 1.0254 -0.38 0.37 0.92
O -0.6307 0.5411 -0.2504 -1.47 3.87 0.25
O 3.1855 -1.9599 0.3913 1.98 -0.12 0.42
O -2.7870 -0.6654 -1.6686 -4.38 3.42 -5.87
O 3.1288 0.5150 -0.8638 1.66 2.52 -0.46
O -0.9731 -1.6256 -1.2673 4.40 -1.27 0.14
O -3.2408 -2.1101 -0.1029 -2.73 -2.50 2.65
O 1.0131 0.8345 3.4823 2.12 -0.56 2.15
O 1.3276 4.4194 0.1598 -1.49 -0.75 -1.94
```
Positions in Å, forces in eV/Å.

Properties
- SMILES = O.O.O.O.O.O.O.O
- E_tot (Eh) = -611.360221
- energy relative to the best compared isomer or geometry (same formula, charge and spin) (eV) = 6.0516
- maximum force (eV/A) = 8.09
- gap between HOMO and LUMO (eV) = 10.4
- multiplicity = 1


(2)
H16O8 | the ωB97M-V functional and the def2-TZVPD basis

```
24
Properties=species:S:1:pos:R:3:forces:R:3
O -1.8306 1.3527 -2.9091 -0.09 0.01 0.12
H -2.6963 1.7691 -2.9686 0.07 0.03 -0.01
H -1.4675 1.6489 -2.0658 0.07 -0.04 -0.09
O 3.2483 0.6518 0.8007 -0.09 -0.24 0.15
H 2.9623 0.2090 -0.0213 0.13 0.10 0.08
H 4.1763 0.4197 0.9071 -0.01 0.10 -0.09
O -2.4058 -0.1906 1.3906 -0.14 -0.13 0.15
H -2.1690 -0.8516 2.0532 0.06 0.08 -0.06
H -2.7662 0.5488 1.8938 0.04 -0.01 -0.10
O -3.9856 -1.7685 -0.7436 0.04 -0.04 0.05
H -4.3263 -1.0162 -1.2366 0.06 -0.03 -0.02
H -3.3203 -1.3914 -0.1534 -0.15 0.10 -0.03
O 2.5782 -1.0230 -1.3491 0.00 -0.27 -0.11
H 2.7065 -1.9508 -1.1254 0.05 0.03 -0.11
H 1.8458 -1.0176 -1.9790 -0.06 0.19 0.18
O 0.7986 2.6445 0.6630 0.04 -0.14 -0.11
H 0.6830 1.7688 0.2437 -0.09 0.30 0.22
H 1.6980 2.6318 1.0073 -0.03 -0.07 -0.08
O -0.0522 0.0832 -0.1989 -0.17 -0.06 -0.30
H -0.9721 0.0786 0.1207 0.39 -0.01 0.08
H 0.4428 -0.4032 0.4810 -0.16 0.08 0.13
O 1.2742 -1.3459 1.9172 0.12 0.01 -0.05
H 1.5021 -2.0506 1.3027 0.06 -0.09 0.12
H 2.0755 -0.7973 1.9698 -0.14 0.10 -0.13
```
Positions in Å, forces in eV/Å.

Properties
- SMILES = O.O.O.O.O.O.O.O
- E_tot (Eh) = -611.519833
- energy relative to the best compared isomer or geometry (same formula, charge and spin) (eV) = 1.7083
- maximum force (eV/A) = 0.40
- gap between HOMO and LUMO (eV) = 10.4
- multiplicity = 1


(3)
H16O8 | the ωB97M-V functional and the def2-TZVPD basis

```
24
Properties=species:S:1:pos:R:3:forces:R:3
H 0.8899 -1.3110 -0.8986 -0.33 -2.03 0.83
H 0.0084 -2.3042 -0.0975 -0.74 0.13 0.16
H 0.9331 0.4049 -1.7919 -0.76 -0.70 -0.58
H 0.4538 -0.6347 -3.0517 0.82 0.37 0.28
H -2.8854 -1.2971 -0.2396 5.56 1.37 2.14
H -1.7967 -0.7636 1.5057 1.58 0.11 -3.90
H 1.5721 -1.3407 0.8486 -1.31 -0.77 -2.05
H 2.2506 -1.4572 2.0335 0.62 0.30 1.03
H -0.4863 0.6370 1.0919 0.23 -1.43 4.85
H 0.1044 -0.4498 2.7159 -2.47 2.66 -3.02
H 1.1341 2.0077 0.0831 1.32 -1.77 -1.35
H 1.9130 0.7399 0.4688 0.25 -0.42 -0.30
H -0.4750 1.7898 -0.6599 -2.24 0.34 -0.79
H -1.1296 2.9668 0.9687 3.39 -3.54 -4.21
H -1.9027 0.5355 -0.6655 1.81 1.84 -4.06
H -1.0843 0.0327 -2.1496 -0.94 4.70 2.46
O 0.9253 -2.1462 -0.3078 0.83 0.97 -1.69
O 0.3109 -0.3242 -2.1462 1.55 -0.69 -0.66
O -1.6816 -0.9783 0.1837 -6.62 -1.07 2.02
O 1.6714 -0.8109 1.6264 1.48 0.53 2.18
O -0.6660 0.1817 2.2524 0.99 -0.82 -1.94
O 1.7134 1.2193 -0.3530 -0.29 1.50 0.90
O -0.2977 2.2266 0.2194 -2.76 3.61 5.66
O -1.4751 1.0759 -1.6366 -1.96 -5.16 2.04
```
Positions in Å, forces in eV/Å.

Properties
- E_tot (Eh) = -611.188091
- energy relative to the best compared isomer or geometry (same formula, charge and spin) (eV) = 10.7355
- maximum force (eV/A) = 7.25
- gap between HOMO and LUMO (eV) = 9.7
- multiplicity = 1


(4)
H16O8 | the ωB97M-V functional and the def2-TZVPD basis

```
24
Properties=species:S:1:pos:R:3:forces:R:3
O 2.7375 0.8207 -1.1932 0.30 0.38 1.65
H 2.4373 0.3661 -1.9555 -0.04 -0.68 -1.30
H 3.6948 0.7912 -1.1118 -0.05 -0.15 -0.29
O -0.6183 2.8466 1.2304 0.13 1.66 1.71
H -0.5409 2.3805 0.4119 -0.47 -1.05 -0.32
H -1.0983 2.4802 1.9970 0.35 -0.55 -1.44
O -1.8618 -3.7100 1.3463 -1.10 -1.35 0.34
H -2.2679 -3.1708 2.0334 0.53 0.45 -0.39
H -1.2142 -3.2529 0.8358 0.55 0.81 0.34
O 0.5639 -0.1487 0.4743 -1.62 0.46 0.78
H 1.3721 0.2434 0.1998 1.29 0.44 -0.40
H 0.5784 -1.0881 0.3286 0.51 -0.98 -0.29
O -1.9129 -0.5299 1.9295 -0.18 -0.03 -0.90
H -1.0997 -0.4336 1.4102 0.34 0.22 0.61
H -2.5580 -0.4654 1.2085 -0.24 -0.07 0.48
O 1.2715 3.0708 -1.5556 -0.51 -0.73 0.25
H 1.6858 2.2462 -1.2238 -0.09 1.02 -0.36
H 1.9775 3.6851 -1.7292 0.41 0.21 0.03
O -1.3436 0.8676 -1.2543 0.22 -0.48 0.20
H -2.1179 1.1561 -0.7539 0.31 -0.13 0.01
H -0.7523 0.3362 -0.6636 -0.61 0.78 -0.28
O 0.3760 -2.7303 -0.2855 -0.19 0.26 1.07
H -0.3950 -2.7884 -0.8282 -0.90 -0.02 -0.80
H 1.0859 -2.9724 -0.8512 1.07 -0.47 -0.67
```
Positions in Å, forces in eV/Å.

Properties
- SMILES = O.O.O.O.O.O.O.O
- E_tot (Eh) = -611.490037
- energy relative to the best compared isomer or geometry (same formula, charge and spin) (eV) = 2.5191
- maximum force (eV/A) = 2.39
- gap between HOMO and LUMO (eV) = 10.3
- multiplicity = 1


(5)
H16O8 | the ωB97M-V functional and the def2-TZVPD basis

```
24
Properties=species:S:1:pos:R:3:forces:R:3
O -0.8994 2.4729 -4.9501 0.01 0.05 -0.24
H -0.7592 3.1046 -4.2447 0.04 0.19 0.16
H -0.9863 1.6305 -4.5040 -0.04 -0.26 0.08
O -0.0812 3.9038 3.2712 -0.01 0.00 -0.24
H 0.7291 3.7441 3.7552 0.23 -0.04 0.09
H -0.7482 4.0126 3.9491 -0.23 0.03 0.15
O 5.5115 -0.2253 -1.6233 0.02 0.17 -0.18
H 6.1395 -0.9343 -1.4848 0.19 -0.16 0.01
H 4.7816 -0.4339 -1.0403 -0.24 -0.01 0.17
O -1.7573 -2.6352 -3.1173 -0.08 0.22 0.15
H -0.9722 -2.7695 -3.6481 0.26 0.02 -0.20
H -2.0664 -3.5190 -2.9182 -0.12 -0.21 0.06
O 0.6819 -1.0714 0.5557 0.27 -0.06 0.02
H 0.0796 -1.3913 -0.1160 -0.16 -0.11 -0.23
H 0.1416 -0.5157 1.1174 -0.11 0.17 0.18
O 2.2583 -1.7429 -5.4014 -0.18 -0.22 0.08
H 2.3832 -1.3528 -6.2665 0.00 0.08 -0.24
H 2.7894 -1.2033 -4.8158 0.16 0.13 0.20
O -0.9056 -1.4746 5.7447 -0.06 0.20 -0.14
H -1.5681 -1.9158 6.2764 -0.19 -0.09 0.14
H -0.1073 -1.9839 5.8847 0.24 -0.10 -0.01
O -4.8283 1.8085 4.6209 0.03 0.22 0.07
H -5.6579 1.3454 4.5046 -0.24 -0.07 -0.03
H -4.1581 1.1466 4.4507 0.23 -0.15 -0.04
```
Positions in Å, forces in eV/Å.

Properties
- SMILES = O.O.O.O.O.O.O.O
- E_tot (Eh) = -611.477194
- energy relative to the best compared isomer or geometry (same formula, charge and spin) (eV) = 2.8686
- maximum force (eV/A) = 0.33
- gap between HOMO and LUMO (eV) = 11.8
- multiplicity = 1


(6)
H16O8 | the ωB97M-V functional and the def2-TZVPD basis

```
24
Properties=species:S:1:pos:R:3:forces:R:3
O -0.7569 3.2643 -1.2068 0.14 -0.10 -0.02
H -0.1193 3.5488 -1.8708 -0.16 -0.04 -0.06
H -0.5534 2.3308 -1.0630 0.07 0.14 -0.03
O 1.3552 -2.0949 -1.6052 0.04 0.08 0.03
H 1.3705 -1.9422 -2.5562 0.00 -0.01 0.09
H 1.6243 -1.2519 -1.2166 -0.12 -0.08 -0.08
O -3.6241 0.2920 -1.9257 0.10 -0.27 -0.05
H -4.2644 -0.4203 -2.0262 0.06 0.08 -0.02
H -2.9860 -0.0341 -1.2737 -0.31 0.25 -0.06
O 1.8478 3.4132 0.6650 0.25 -0.18 0.07
H 1.5173 3.7560 -0.1691 -0.17 0.00 0.09
H 1.6410 2.4686 0.6350 -0.15 0.13 -0.03
O 0.4257 0.5713 0.2344 -0.11 0.08 -0.22
H 0.7792 -0.1693 0.7443 -0.24 0.02 -0.02
H -0.5380 0.4039 0.2018 0.47 -0.11 0.21
O 0.2314 -1.9925 1.6188 0.13 -0.28 0.33
H 0.5462 -2.2055 2.5093 -0.15 0.09 -0.11
H -0.2471 -2.7796 1.3273 0.11 0.14 -0.10
O 3.2608 -2.6221 1.4153 -0.13 -0.09 0.12
H 2.3064 -2.5492 1.2821 0.09 0.01 -0.19
H 3.4847 -3.5123 1.1225 -0.01 0.12 -0.04
O -2.4109 0.4179 0.6706 0.17 0.07 0.36
H -2.3036 1.2896 1.0803 -0.16 -0.11 -0.17
H -2.5866 -0.1823 1.4065 0.08 0.08 -0.10
```
Positions in Å, forces in eV/Å.

Properties
- SMILES = O.O.O.O.O.O.O.O
- E_tot (Eh) = -611.503284
- energy relative to the best compared isomer or geometry (same formula, charge and spin) (eV) = 2.1587
- maximum force (eV/A) = 0.53
- gap between HOMO and LUMO (eV) = 10.5
- multiplicity = 1


(7)
H16O8 | the ωB97M-V functional and the def2-TZVPD basis

```
24
Properties=species:S:1:pos:R:3:forces:R:3
H 0.6866 0.2865 -0.2886 0.05 -0.07 -0.35
H 1.6677 0.2450 -1.4588 0.04 0.29 -0.14
H -2.7219 0.5962 -0.6493 -1.73 -3.80 1.21
H -1.5314 1.2713 -1.0461 -0.88 0.72 -0.06
H 2.0589 3.3531 1.7412 -0.80 0.46 0.18
H 0.9640 4.4113 1.9885 -0.21 3.03 0.26
H 1.5443 -0.0558 2.6478 -0.15 0.32 0.05
H 2.2229 -1.3868 2.8592 0.31 0.69 0.09
H 3.7657 -0.2199 -3.4565 -0.45 -0.84 -3.18
H 3.3736 -0.7588 -2.0632 0.65 0.46 -0.89
H -3.5538 -1.7551 1.1083 -1.12 -1.08 0.66
H -3.0485 -0.9990 -0.0638 0.73 -0.62 2.53
H -1.8233 -3.5385 -2.5430 -0.10 -0.20 -0.08
H -0.4096 -3.3303 -2.9477 0.90 0.55 0.01
H -0.8696 0.2016 2.3804 -0.54 0.44 -0.19
H -1.5733 1.2802 1.5291 0.39 1.42 -0.81
O 0.7314 0.1659 -1.2501 -0.16 -0.07 0.50
O -2.4855 1.4378 -0.8413 2.83 3.42 -1.25
O 1.1087 3.5162 1.8990 1.02 -3.58 -0.46
O 2.3982 -0.4242 2.8783 -0.15 -0.98 -0.13
O 3.8404 -0.0567 -2.5663 -0.23 0.24 4.13
O -2.8366 -1.1759 0.9286 -0.43 0.25 -3.85
O -1.1228 -3.9371 -3.0716 -0.79 -0.34 0.09
O -1.7278 0.5238 2.0561 0.84 -0.74 1.69
```
Positions in Å, forces in eV/Å.

Properties
- SMILES = O.O.O.O.O.O.O.O
- E_tot (Eh) = -611.436248
- energy relative to the best compared isomer or geometry (same formula, charge and spin) (eV) = 3.9828
- maximum force (eV/A) = 4.61
- gap between HOMO and LUMO (eV) = 10.7
- multiplicity = 1


(8)
H16O8Y | the ωB97M-V functional and the def2-TZVPD basis

```
25
Properties=species:S:1:pos:R:3:forces:R:3
Y 12.3070 10.1762 10.7903 0.78 -0.32 1.25
O 11.8611 12.5669 10.8848 -0.45 0.79 1.27
H 11.9946 13.3027 10.2865 0.36 0.32 -0.83
H 11.6163 13.0781 11.6965 0.10 -0.73 -0.51
O 10.7600 10.8139 12.7186 0.76 0.95 0.83
H 11.3718 11.3150 13.3116 -0.90 -0.44 -0.14
H 9.8724 11.0056 13.1002 0.42 -0.25 -0.40
O 14.4641 11.2987 11.1325 0.39 0.96 -0.60
H 14.9866 12.0759 10.8277 -0.87 -0.16 -0.22
H 15.0811 10.9902 11.7772 0.63 -0.91 1.26
O 13.2518 10.7777 8.8365 0.64 -0.01 -0.17
H 14.1956 10.9415 8.6188 -0.76 0.00 -0.14
H 12.6840 11.2391 8.2261 0.00 0.41 -1.05
O 10.4099 10.5849 9.6762 -0.49 2.13 0.39
H 10.1296 11.5241 9.9022 0.13 -1.37 -0.16
H 10.1393 10.5027 8.7666 -0.59 -0.62 -0.94
O 13.9221 8.4061 10.1279 -2.42 0.08 -1.61
H 13.9711 8.3377 9.1474 -0.47 -0.59 0.45
H 14.7989 8.6485 10.2858 2.70 0.42 1.08
O 11.0537 8.4027 11.5116 1.32 -1.01 -1.08
H 10.3795 8.4614 12.1611 -1.42 0.16 0.99
H 11.5055 7.5619 11.7101 -0.25 0.04 -0.28
O 13.3733 9.1855 12.6752 0.22 0.43 0.58
H 13.1722 9.5491 13.5511 0.12 -0.22 0.15
H 13.8885 8.3846 12.8568 0.05 -0.09 -0.11
```
Positions in Å, forces in eV/Å.

Properties
- charge = +3
- E_tot (Eh) = -648.973871
- energy relative to the best compared isomer or geometry (same formula, charge and spin) (eV) = 1.3918
- maximum force (eV/A) = 2.94
- gap between HOMO and LUMO (eV) = 13.0
- multiplicity = 1


(9)
H16S8 | the ωB97M-V functional and the def2-TZVPD basis

```
24
Properties=species:S:1:pos:R:3:forces:R:3
S -6.0847 0.0660 0.5098 -0.54 -0.19 -0.10
H -6.1352 1.3384 0.8810 0.14 0.35 0.13
H -7.4267 0.0722 0.3208 0.42 -0.15 -0.01
S 1.2151 0.4586 -4.2846 -1.74 0.88 0.88
H 0.7296 -0.5729 -3.5504 0.36 0.23 -0.33
H 2.2320 -0.1589 -4.7558 1.38 -1.10 -0.54
S 4.4516 -0.5924 4.3245 0.26 -0.03 -0.33
H 3.4574 -1.4262 4.0214 -0.10 -0.12 -0.09
H 3.8825 -0.2753 5.4750 -0.15 0.15 0.42
S -2.9832 -3.9571 -3.5389 0.02 0.03 0.04
H -2.0636 -3.7709 -2.5658 -0.11 -0.29 -0.35
H -2.4402 -5.0732 -4.0677 0.09 0.26 0.31
S 2.9976 5.6291 -1.9353 -0.18 0.33 0.00
H 2.4401 6.8713 -1.9781 0.07 -0.65 0.10
H 1.9065 5.0070 -1.4458 0.11 0.31 -0.11
S -2.0858 2.8793 4.5214 0.31 0.48 -0.21
H -1.6370 1.6192 4.6429 -0.51 0.00 0.14
H -3.3463 2.7421 4.9606 0.20 -0.48 0.03
S -1.5379 0.2124 0.5648 -0.08 -0.22 -0.05
H -2.8295 0.1972 0.1322 0.56 0.47 0.25
H -1.3715 1.5333 0.7930 -0.50 -0.26 -0.19
S 5.0811 -4.1162 -1.3501 0.11 -0.15 0.16
H 5.2865 -5.1971 -0.5458 0.22 0.64 -0.30
H 6.2617 -3.4857 -1.1291 -0.33 -0.48 0.14
```
Positions in Å, forces in eV/Å.

Properties
- SMILES = S.S.S.S.S.S.S.S
- E_tot (Eh) = -3194.983886
- energy relative to the best compared isomer or geometry (same formula, charge and spin) (eV) = 0.4614
- maximum force (eV/A) = 2.14
- gap between HOMO and LUMO (eV) = 9.9
- multiplicity = 1


(10)
H17O9 | the ωB97M-V functional and the def2-TZVPD basis

```
26
Properties=species:S:1:pos:R:3:forces:R:3
O 0.3285 3.8566 0.7003 -0.13 0.36 0.54
H -0.2113 -1.5642 -0.8654 0.23 0.72 -1.14
H -0.9108 -0.3907 1.5831 -0.13 -0.41 -0.36
O 1.2906 1.1187 1.6058 2.02 2.18 1.97
H 1.1719 1.2045 -1.4682 0.26 0.77 -0.54
O -1.4117 1.4280 -0.6878 1.26 -1.48 -0.37
H -0.2589 0.9431 -0.6549 -0.65 0.75 -0.12
H -1.3861 2.1097 -0.0303 -0.21 0.21 0.56
O 1.0016 0.6316 -0.7322 -0.82 -0.26 -0.22
H -2.7918 -1.0968 0.1014 0.05 -0.97 0.55
H -0.7858 -1.9548 1.4142 -0.30 0.92 0.22
O -1.0939 -1.2368 2.0145 0.13 -0.49 -0.15
H 0.2403 3.5305 1.6135 0.21 -0.14 -0.63
H 2.6786 -0.7055 1.3209 -0.34 -0.29 0.47
O -2.5794 -1.4834 -0.7625 -1.14 0.79 0.70
H 1.5957 -1.7377 1.1695 0.36 -0.03 0.26
H 1.3777 1.2786 0.6406 -1.15 -1.12 -0.16
O -0.2861 -2.4914 -0.7130 0.61 -2.13 1.74
H -0.1883 -3.1130 -1.4396 0.16 1.06 -0.26
H 0.6303 0.5637 1.9688 -0.72 -0.89 -0.36
O 0.5541 -0.4679 -3.0577 1.06 -0.42 -2.38
H -0.3510 -0.6462 -2.8741 -0.79 0.07 0.74
H 1.0637 -0.2498 -2.2774 -0.51 -0.13 1.02
O 2.3770 -1.5456 1.7173 -0.02 0.11 -0.71
H -2.5198 -0.6109 -1.1406 0.36 0.83 -1.28
H -0.4424 3.5220 0.2322 0.18 0.01 -0.08
```
Positions in Å, forces in eV/Å.

Properties
- charge = -1
- E_tot (Eh) = -687.371573
- energy relative to the best compared isomer or geometry (same formula, charge and spin) (eV) = 2.1918
- maximum force (eV/A) = 3.56
- gap between HOMO and LUMO (eV) = 9.7
- multiplicity = 1